*A*
This record from the OMol25 dataset describes 6 unconnected molecules or ions with the total composition C6H6Cl18. The level of theory is wB97M-V/def2-TZVPD.

Bonds (Å) are listed after each position.
Positions of all 30 atoms, in Å:
1 C -4.2503 -0.2396 2.0977  Cl2 1.765, Cl3 1.771, Cl4 1.754, H5 1.082
2 Cl -4.5669 1.3497 2.7961  C1 1.765
3 Cl -3.1465 -0.1165 0.7188  C1 1.771
4 Cl -5.7428 -1.0280 1.6218  C1 1.754
5 H -3.7462 -0.8260 2.8538  C1 1.082
6 C 4.4577 -1.4785 -3.0354  Cl7 1.765, Cl8 1.768, Cl9 1.754, H10 1.082
7 Cl 5.9542 -1.2487 -3.9421  C6 1.765
8 Cl 4.1661 -0.0913 -1.9790  C6 1.768
9 Cl 4.4798 -2.9825 -2.1332  C6 1.754
10 H 3.6467 -1.5283 -3.7496  C6 1.082
11 C -3.5113 2.2567 -2.2171  Cl12 1.762, Cl13 1.758, Cl14 1.755, H15 1.083
12 Cl -2.4655 0.9204 -2.6910  C11 1.762
13 Cl -4.5752 2.7148 -3.5396  C11 1.758
14 Cl -2.5602 3.6259 -1.6701  C11 1.755
15 H -4.1395 1.9226 -1.4011  C11 1.083
16 C -0.1348 -1.1674 -0.8570  Cl17 1.763, Cl18 1.760, Cl19 1.756, H20 1.082
17 Cl 0.8541 -1.4443 -2.2896  C16 1.763
18 Cl 0.2655 0.3752 -0.1105  C16 1.760
19 Cl 0.0382 -2.4704 0.3074  C16 1.756
20 H -1.1655 -1.1389 -1.1855  C16 1.082
21 C 0.0575 3.5136 2.0607  Cl22 1.760, Cl23 1.763, Cl24 1.765, H25 1.081
22 Cl -0.2810 4.8341 0.9478  C21 1.760
23 Cl -1.3783 3.1070 2.9987  C21 1.763
24 Cl 1.4148 3.9020 3.1202  C21 1.765
25 H 0.3341 2.6453 1.4794  C21 1.081
26 C 3.1090 -3.1033 1.9070  Cl27 1.756, Cl28 1.745, Cl29 1.759, H30 1.082
27 Cl 4.2204 -4.4614 1.8346  C26 1.756
28 Cl 3.7918 -1.7149 1.0995  C26 1.745
29 Cl 2.6702 -2.7438 3.5725  C26 1.759
30 H 2.2040 -3.3836 1.3845  C26 1.082

Output
* gap between HOMO and LUMO: 0.41068 Ha
* SMILES string: ClC(Cl)Cl.ClC(Cl)Cl.ClC(Cl)Cl.ClC(Cl)Cl.ClC(Cl)Cl.ClC(Cl)Cl
* HOMO energy: -11.0 eV
* molar mass: 716.27 g mol⁻¹



*B*
This record from the OMol25 dataset describes 6 unconnected molecules or ions with the total composition C6H6Cl18. The level of theory is wB97M-V/def2-TZVPD.

Bonds (Å) are listed after each position.
Positions of all 30 atoms, in Å:
1 C 2.2826 -2.4539 1.1704  Cl2 1.774, Cl3 1.779, Cl4 1.732, H5 1.105
2 Cl 3.0511 -1.1749 0.2111  C1 1.774
3 Cl 2.1831 -3.9180 0.1644  C1 1.779
4 Cl 0.7177 -1.9994 1.7575  C1 1.732
5 H 2.8682 -2.6925 2.0760  C1 1.105
6 C 1.7251 0.1339 -2.6290  Cl7 1.751, Cl8 1.743, Cl9 1.736, H10 1.087
7 Cl 0.7663 -1.2820 -2.2531  C6 1.751
8 Cl 0.8041 1.3442 -3.4799  C6 1.743
9 Cl 3.1407 -0.3719 -3.4981  C6 1.736
10 H 2.0704 0.5812 -1.7005  C6 1.087
11 C 2.4952 2.6254 2.2704  Cl12 1.755, Cl13 1.720, Cl14 1.872, H15 1.113
12 Cl 3.1057 4.0151 3.1514  C11 1.755
13 Cl 3.1601 1.1158 2.7587  C11 1.720
14 Cl 2.7443 2.9142 0.4377  C11 1.872
15 H 1.3978 2.5648 2.4472  C11 1.113
16 C -2.4912 -1.9069 -4.6473  Cl17 1.765, Cl18 1.806, Cl19 1.754, H20 1.091
17 Cl -1.4246 -2.4446 -5.9462  C16 1.765
18 Cl -2.5531 -3.1653 -3.3530  C16 1.806
19 Cl -4.0955 -1.5688 -5.2698  C16 1.754
20 H -2.1231 -1.0146 -4.1389  C16 1.091
21 C -2.1234 1.2265 4.2037  Cl22 1.758, Cl23 1.765, Cl24 1.777, H25 1.090
22 Cl -0.5804 1.8877 4.7263  C21 1.758
23 Cl -3.4806 2.0429 4.9826  C21 1.765
24 Cl -2.2125 -0.4997 4.6170  C21 1.777
25 H -2.1757 1.2073 3.1155  C21 1.090
26 C -1.7774 0.4955 -0.2919  Cl27 1.733, Cl28 1.798, Cl29 1.769, H30 1.076
27 Cl -2.7031 -0.2599 0.9637  C26 1.733
28 Cl -0.9033 1.9214 0.3692  C26 1.798
29 Cl -2.8522 0.8875 -1.6406  C26 1.769
30 H -1.0165 -0.2110 -0.5745  C26 1.076

Output
* gap between HOMO and LUMO: 0.41775 Ha
* SMILES string: ClC(Cl)Cl.ClC(Cl)Cl.ClC(Cl)Cl.ClC(Cl)Cl.ClC(Cl)Cl.ClC(Cl)Cl
* HOMO energy: -11.1 eV
* molar mass: 716.27 g mol⁻¹



Verdict on stability: *B* comes out at the bottom.



*A*
This record from the OMol25 dataset describes H2NO4P in the gas phase. The level of theory is wB97M-V/def2-TZVPD.

Bonds (Å) are listed after each position.
Positions of all 8 atoms, in Å:
1 N -0.2714 0.9253 1.0591  O2 1.195, P6 1.865
2 O 0.8060 1.4255 1.1860  N1 1.195
3 O -0.3039 0.5596 -0.9213  P6 1.602, H8 0.911
4 O 1.0283 -1.3940 0.0351  P6 1.598, H7 0.980
5 O -1.4983 -1.6903 0.1179  P6 1.503
6 P -0.3947 -0.6705 0.1016  N1 1.865, O3 1.602, O4 1.598, O5 1.503
7 H 0.7444 -2.3208 0.1764  O4 0.980
8 H -0.9336 0.7361 -1.5563  O3 0.911

Output
* gap between HOMO and LUMO: 0.32716 Ha
* SMILES string: O=NP(=O)(O)O
* HOMO energy: -9.1 eV
* molar mass: 110.99 g mol⁻¹



*B*
This record from the OMol25 dataset describes H2NO4P in the gas phase. The level of theory is wB97M-V/def2-TZVPD.

Bonds (Å) are listed after each position.
Positions of all 8 atoms, in Å:
1 N 0.7192 -0.0077 0.0121  O2 1.327, O3 1.676, O5 1.425
2 O 0.3809 -0.5818 1.1594  N1 1.327, H7 0.992
3 O 1.1260 -1.3141 -0.9555  N1 1.676, P6 1.852
4 O 2.3924 -3.2360 -2.1633  P6 1.419
5 O -0.4196 0.7437 -0.4004  N1 1.425, H8 1.063
6 P 2.5324 -2.5186 -0.9469  O3 1.852, O4 1.419
7 H -0.5840 -0.4212 1.3240  O2 0.992
8 H 0.0430 1.3512 -1.1392  O5 1.063

Output
* gap between HOMO and LUMO: 0.34602 Ha
* SMILES string: O=PON(O)O
* HOMO energy: -9.7 eV
* molar mass: 110.99 g mol⁻¹



*C*
This record from the OMol25 dataset describes 2 unconnected molecules or ions with the total composition H2NO4P. The level of theory is wB97M-V/def2-TZVPD.

Bonds (Å) are listed after each position.
Positions of all 8 atoms, in Å:
1 N 1.1360 0.9206 -0.7535  O2 1.188, O3 1.382
2 O 0.0166 0.6322 -1.0267  N1 1.188
3 O 1.4119 0.8334 0.5976  N1 1.382, H7 0.969
4 O -3.2852 1.0406 0.7628  P6 1.446
5 O -2.3897 -1.1568 0.1335  P6 1.641, H8 0.956
6 P -2.9605 0.2783 -0.4219  O4 1.446, O5 1.641
7 H 2.3330 1.1104 0.7163  O3 0.969
8 H -2.0519 -1.7711 -0.5163  O5 0.956

Output
* gap between HOMO and LUMO: 0.37267 Ha
* SMILES string: O=NO.O=PO
* HOMO energy: -10.4 eV
* molar mass: 110.99 g mol⁻¹



Verdict on stability: *B* comes out at the bottom.